Entry from the Open Molecules 2025 dataset: C7H14ClI2NOPPb as an isolated structure in a non-equilibrium geometry (ωB97M-V/def2-TZVPD).

Element x y z (Å)
I 0.12649 -0.45753 -5.12626
I 1.92975 1.39037 -4.15097
Pb -0.22192 -0.07298 -0.82906
P 1.22294 -2.17251 0.00906
C 2.96776 -2.08647 0.59250
C 0.34978 -3.40863 1.05670
H 0.23320 -2.92809 -2.07306
H 1.74206 -3.88964 -1.66650
H 1.83146 -2.18638 -2.36463
C 1.27851 -2.88366 -1.69960
H -0.70733 -3.44936 0.71132
H 0.84994 -4.39856 0.97596
H 3.43349 -3.10214 0.56002
H 2.96468 -1.68781 1.63494
H 0.36898 -3.03419 2.10477
H 3.52635 -1.37525 -0.06048
C 1.92162 1.10586 0.84482
O 2.73904 1.77614 1.24694
Cl -2.35944 -1.52942 -1.02858
C -3.32538 4.48017 0.59531
C -2.42858 3.76249 1.67300
C -1.76255 2.63248 1.01404
N -1.28744 1.70602 0.50259
H -2.71113 4.82734 -0.25573
H -3.87752 5.34159 0.99740
H -4.05548 3.77319 0.15961
H -1.67892 4.47763 2.07390
H -3.07040 3.38935 2.50201

Properties
- Gap between HOMO and LUMO (alpha / beta): 3.171 / 3.337 eV
- Charge: +3

---

Entry from the Open Molecules 2025 dataset: a 2-piece molecular cluster, C6H10O overall (ωB97M-V/def2-TZVPD).

Element x y z (Å)
O -0.97207 0.49846 -2.09791
C 0.01280 -0.12027 -1.77522
C 0.59607 -0.19306 -0.40023
C -0.21703 -1.44637 -0.02323
C -0.78782 -1.28892 1.16028
C -0.37847 0.00065 1.81764
C 0.17717 0.84839 0.65507
H 0.49685 -0.85421 -2.45360
H 1.68460 -0.36354 -0.41383
H -0.39959 -2.28245 -0.70038
H -1.41388 -2.03704 1.62804
H 0.41290 -0.22183 2.54463
H -1.19088 0.49301 2.35700
H -0.59582 1.50099 0.23293
H 0.99854 1.49522 0.98896
H 0.54210 2.04067 -1.89700
H 1.22129 2.10234 -1.60596

Properties
- Gap between HOMO and LUMO: 10.424 eV

---

Entry from the Open Molecules 2025 dataset: a 2-piece molecular cluster, C3H3IN2O overall in a non-equilibrium geometry (ωB97M-V/def2-TZVPD).

Element x y z (Å)
C -0.88799 -1.50797 -0.33425
C 0.10471 1.10342 0.02173
C 1.30052 0.38089 0.23460
N -0.35865 -2.49870 0.02747
N -1.40169 -0.39012 -0.75018
O -0.44216 2.11866 0.09911
I -3.14663 0.34796 0.01734
H 1.15507 -0.55591 0.76190
H 1.64298 0.08978 -0.73332
H 2.03385 0.91200 0.65560

Properties
- Gap between HOMO and LUMO (alpha / beta): 8.106 / 8.105 eV

---

Listing ΔE to the lowest compared entry with this formula, charge and spin for the structures above in their given order: 0.0 176.0 232.2 kJ/mol.